1.
{
  "formula": "C19H19Cl12N3",
  "method": "the ωB97M-V functional and the def2-TZVPD basis",
  "species": ["N", "Cl", "H", "C", "Cl", "C", "Cl", "H", "C", "H", "H", "H", "Cl", "Cl", "H", "C", "C", "H", "H", "H", "H", "Cl", "Cl", "H", "C", "C", "Cl", "C", "N", "C", "H", "H", "C", "H", "C", "C", "C", "C", "Cl", "Cl", "H", "H", "C", "Cl", "N", "C", "H", "Cl", "H", "C", "H", "C", "C"],
  "positions_angstrom": [[-0.503, 1.831, -4.049], [3.367, -0.207, 2.617], [-1.982, -1.022, -2.919], [-1.237, -0.266, -3.117], [-5.580, 1.432, 0.763], [-4.496, 1.964, -0.505], [4.192, -0.826, 0.005], [-0.841, -5.102, -2.433], [3.409, 3.641, 0.418], [-4.839, 2.939, -0.851], [0.292, -1.375, -2.032], [2.432, -1.684, 1.281], [4.203, -2.958, 2.068], [-3.669, -2.350, 3.221], [1.332, 2.556, -3.412], [-0.759, -4.590, 0.932], [0.659, 1.715, -3.335], [-1.234, -4.605, 1.902], [4.484, 5.259, -0.491], [0.944, -3.336, 1.611], [-4.914, -0.704, 2.304], [-6.052, -2.622, 1.629], [-0.193, 1.828, 2.708], [-2.459, 1.038, -4.227], [3.485, -1.467, 1.463], [2.705, 3.227, 1.511], [-4.822, 0.686, -1.828], [-0.344, 0.273, 1.880], [2.487, 5.551, 2.272], [0.919, 0.603, -2.551], [3.711, 6.915, 1.163], [2.389, 2.195, 1.524], [3.778, 4.965, 0.271], [1.820, 0.331, -2.022], [0.747, -4.231, -1.375], [2.147, 4.210, 2.308], [3.350, 5.899, 1.227], [0.451, -3.869, 0.811], [-2.857, 2.017, 0.142], [-0.015, -1.056, 3.006], [1.360, -4.191, -2.263], [3.616, 2.823, -0.256], [-1.463, 0.860, -3.850], [-3.575, -1.431, 0.379], [1.255, -3.769, -0.231], [-4.562, -1.658, 1.911], [1.426, 4.099, 3.104], [0.725, 0.170, 0.513], [-1.350, 0.256, 1.461], [-0.488, -4.848, -1.445], [-2.195, -5.539, -0.432], [-0.039, -0.465, -2.509], [-1.217, -5.108, -0.273]],
  "forces_ev_per_a": [[-0.640, -1.099, 1.284], [0.567, 0.922, 1.502], [-0.454, 0.051, -0.487], [-0.528, -1.416, 0.828], [-0.497, 0.408, 0.710], [-0.639, -1.445, -0.413], [0.387, -0.247, -0.542], [-0.263, -0.321, 0.103], [0.487, -0.469, -0.183], [0.403, -0.279, -0.166], [-0.473, -0.129, 0.240], [0.370, -0.381, -0.526], [0.265, 0.242, -0.099], [0.696, -0.393, 0.197], [0.174, -0.035, -0.096], [1.327, 0.905, -0.970], [-1.519, -0.499, -0.553], [-0.299, -0.251, -0.186], [-0.215, 0.145, -0.250], [-0.689, -0.270, 0.934], [0.264, 0.026, -0.729], [0.611, 0.320, -0.287], [-0.067, -0.062, 0.042], [0.105, 0.200, -0.496], [-1.396, -0.624, -0.277], [-1.640, 0.317, -0.109], [0.852, 1.477, 0.372], [-0.252, 0.143, 0.276], [1.350, -1.168, -2.676], [-1.023, -2.075, -0.312], [-0.224, 0.165, 0.223], [0.017, 0.045, 0.500], [0.180, 0.530, 0.609], [0.465, 0.856, -0.095], [-0.026, -0.665, 0.045], [0.709, 2.843, 1.055], [-1.158, -1.781, 1.284], [0.590, -0.176, 1.227], [-0.212, 0.196, -0.748], [-0.437, 0.159, -0.103], [0.152, 0.302, -0.100], [0.643, 0.367, -0.528], [1.457, 2.201, -0.368], [-0.733, -0.433, 1.484], [-0.581, 0.139, -1.135], [-0.617, 0.173, -0.493], [-0.016, -0.843, 0.033], [0.212, 0.100, -0.353], [0.074, -0.480, 0.460], [0.162, -0.019, 0.298], [-0.060, -0.351, 0.497], [2.452, 1.886, -0.205], [-0.312, 0.792, -0.717]],
  "energy_ha": -6421.87621,
  "smiles": "ClC(Cl)Cl.ClC(Cl)Cl.ClC(Cl)Cl.ClC(Cl)Cl.c1ccncc1.c1ccncc1.c1ccncc1",
  "de_lowest_kj_mol": 168.04,
  "homo_lumo_gap_ev": 9.65,
  "e_homo_ev": -9.52
}

2.
{
  "formula": "C19H19Cl3F6O18",
  "method": "the ωB97M-V functional and the def2-TZVPD basis",
  "species": ["C", "H", "C", "H", "O", "F", "F", "O", "C", "Cl", "H", "C", "O", "F", "H", "H", "C", "O", "O", "C", "H", "H", "C", "O", "H", "C", "C", "H", "H", "Cl", "H", "O", "O", "C", "Cl", "H", "C", "H", "C", "C", "O", "O", "O", "H", "H", "H", "H", "O", "H", "C", "C", "O", "C", "O", "C", "H", "O", "F", "O", "O", "C", "C", "O", "F", "F"],
  "positions_angstrom": [[14.374, 12.745, 8.121], [8.090, 13.730, 9.159], [10.402, 12.040, 7.825], [17.888, 12.877, 8.450], [15.965, 9.934, 9.215], [18.020, 13.696, 10.877], [7.559, 12.321, 6.479], [9.244, 11.281, 7.602], [20.822, 13.477, 9.594], [14.016, 10.375, 3.661], [8.499, 14.226, 7.478], [8.105, 12.117, 7.667], [11.661, 13.716, 5.158], [15.193, 7.145, 8.463], [12.722, 13.900, 8.903], [16.601, 6.771, 9.759], [15.576, 14.568, 7.763], [15.587, 13.243, 7.747], [17.428, 10.446, 7.646], [15.003, 10.019, 5.035], [10.337, 14.967, 4.187], [17.921, 19.381, 5.490], [19.628, 17.545, 7.324], [18.573, 17.576, 8.227], [17.138, 19.091, 8.288], [8.626, 13.464, 8.248], [13.809, 13.883, 8.991], [13.673, 12.502, 7.322], [14.487, 11.860, 8.747], [13.934, 9.707, 6.312], [7.356, 11.673, 8.324], [19.395, 18.323, 6.288], [11.577, 11.645, 7.766], [12.906, 14.238, 5.061], [16.089, 8.665, 4.646], [14.673, 8.774, 10.317], [17.574, 18.373, 7.594], [18.153, 15.211, 9.666], [18.703, 14.299, 9.897], [16.177, 7.623, 9.229], [10.052, 13.284, 8.174], [19.974, 12.695, 8.928], [17.190, 8.313, 8.455], [16.245, 8.880, 10.984], [16.681, 17.850, 7.254], [19.004, 14.153, 7.903], [15.596, 10.865, 5.384], [16.526, 15.291, 7.399], [9.873, 14.634, 5.802], [10.754, 14.766, 5.174], [16.886, 9.619, 8.338], [20.113, 14.480, 10.195], [18.353, 19.188, 6.472], [14.405, 15.013, 8.430], [18.793, 13.434, 8.694], [11.539, 16.965, 4.983], [22.068, 13.234, 9.781], [11.402, 16.300, 6.807], [12.914, 15.595, 5.289], [20.713, 16.985, 7.519], [11.634, 16.013, 5.507], [15.723, 8.814, 10.029], [13.861, 13.544, 4.675], [18.816, 20.313, 7.041], [14.135, 13.788, 10.268]],
  "forces_ev_per_a": [[-2.240, -0.631, 2.135], [1.102, -0.004, 0.450], [2.260, -1.568, 0.078], [0.534, -0.468, 0.221], [-1.244, 0.421, 1.025], [0.002, -0.584, 1.519], [-0.329, -0.085, -1.561], [1.060, 0.888, -0.058], [4.777, -1.444, 1.944], [-0.122, 0.511, -1.150], [-0.774, 0.166, 0.311], [0.630, 0.473, 2.176], [0.593, 0.018, 0.283], [-0.509, -0.192, -0.916], [0.000, 0.490, 0.063], [0.343, 0.370, 0.008], [2.474, 2.712, 0.314], [1.844, 0.651, -1.496], [-0.603, -1.492, 0.316], [1.032, 0.235, -0.441], [0.088, -0.489, -0.412], [-0.333, 0.141, 0.348], [3.562, -1.876, 2.873], [0.501, 0.221, -1.959], [0.538, 0.076, 0.356], [0.077, -0.732, -2.396], [-1.209, -0.894, -2.242], [0.418, 0.189, -0.323], [0.229, -0.033, -0.203], [-1.013, -0.838, 1.954], [0.098, -0.353, -0.170], [1.291, -0.028, -1.850], [-4.420, 1.101, 0.070], [3.143, -2.850, -2.044], [-0.014, 0.123, 0.291], [-0.113, -0.020, -0.433], [-1.238, 1.785, -0.369], [0.747, 0.465, 0.275], [0.549, 0.489, -1.168], [1.198, 1.417, 0.172], [0.251, 0.108, 1.214], [0.667, -0.899, -0.699], [-0.081, -1.624, -0.765], [0.486, 0.173, -0.154], [0.587, -0.789, -0.379], [-0.146, -0.245, -0.523], [0.174, -0.060, -0.659], [-3.786, -2.294, 1.143], [0.613, -0.144, 0.496], [-0.734, 2.361, -1.193], [1.760, 1.484, -1.005], [-0.727, 0.173, 0.172], [-1.416, -2.001, 1.608], [1.637, 0.007, -1.179], [-0.177, 1.040, -0.754], [-0.570, -0.298, -0.371], [-6.145, 1.481, -1.060], [0.352, 0.327, 1.310], [1.031, -1.745, -0.112], [-3.790, 1.237, -0.589], [-1.575, -0.091, 0.140], [-1.308, -0.502, 1.720], [-2.917, 2.944, 1.980], [0.257, 1.121, -0.007], [0.625, -0.129, 1.678]],
  "energy_ha": -4069.51173,
  "de_lowest_kj_mol": 184.97,
  "homo_lumo_gap_ev": 9.98,
  "e_homo_ev": -10.05
}

3.
{
  "formula": "C19H19ClN3O3PtS",
  "method": "the ωB97M-V functional and the def2-TZVPD basis",
  "species": ["C", "C", "S", "H", "H", "H", "C", "H", "C", "Pt", "C", "H", "N", "H", "C", "H", "C", "C", "O", "C", "H", "H", "N", "C", "C", "H", "H", "C", "C", "C", "H", "H", "Cl", "H", "C", "C", "C", "O", "C", "H", "H", "H", "C", "O", "N", "H", "H"],
  "positions_angstrom": [[2.626, -1.990, 1.296], [-2.293, 2.629, 3.561], [0.092, 1.091, -0.917], [1.345, -0.252, -3.142], [1.180, 2.479, -2.565], [5.016, -4.302, 0.725], [-1.608, -0.999, -4.632], [-3.529, -0.512, -3.814], [-0.234, -0.916, -4.430], [2.242, 0.833, 1.447], [4.549, -3.345, 0.895], [-0.413, 3.118, -2.086], [3.370, -0.882, 1.339], [-4.983, 1.289, 5.095], [3.178, -3.238, 1.069], [-3.180, -1.452, -6.020], [-0.582, 0.250, -2.375], [5.321, -2.188, 0.958], [1.433, 0.421, -0.710], [4.688, -0.968, 1.180], [0.436, -1.349, -5.157], [1.562, -1.861, 1.450], [-0.292, 1.505, 2.769], [-2.141, -1.709, -5.833], [-1.954, 0.171, -2.545], [-3.624, -0.761, 4.868], [-2.079, -2.786, -5.672], [-4.012, 1.334, 4.631], [-2.460, -0.447, -3.677], [0.509, 2.669, -1.733], [-4.118, 3.446, 4.299], [-1.899, 3.565, 3.200], [7.023, -2.239, 0.758], [2.542, -4.109, 1.025], [-2.013, 0.240, 3.885], [0.281, -0.300, -3.307], [-1.546, 1.464, 3.416], [0.344, 0.372, 2.617], [-3.527, 2.554, 4.175], [5.263, -0.052, 1.226], [0.982, 3.306, -0.990], [-2.625, 0.585, -1.806], [-3.251, 0.182, 4.496], [1.214, 2.651, 1.663], [0.110, 2.612, 2.316], [-1.550, -1.473, -6.716], [-1.394, -0.637, 3.765]],
  "forces_ev_per_a": [[-0.205, -0.674, -0.047], [0.153, -0.129, -0.006], [-0.962, 0.641, -1.414], [0.200, 0.001, -0.005], [0.038, -0.168, -0.035], [0.089, -0.101, -0.048], [-0.092, 0.104, 0.161], [-0.092, 0.004, -0.020], [-0.018, 0.036, 0.134], [-1.034, 0.740, 0.132], [0.056, 0.319, 0.069], [-0.137, 0.041, -0.004], [-0.453, -0.136, -0.095], [-0.127, -0.026, 0.097], [0.127, 0.272, 0.042], [-0.062, -0.004, -0.053], [0.081, 0.177, 0.477], [-0.531, 0.025, 0.064], [1.113, -0.338, 0.960], [0.649, -0.067, -0.089], [0.094, -0.034, -0.085], [0.065, -0.028, -0.060], [1.063, 0.536, -0.867], [-0.026, -0.091, -0.031], [0.014, 0.100, 0.162], [-0.004, -0.054, -0.002], [-0.050, -0.058, -0.069], [0.074, 0.002, -0.002], [0.130, -0.051, -0.084], [-0.095, -0.346, 0.391], [-0.064, 0.129, -0.005], [-0.047, 0.092, -0.005], [0.007, 0.026, 0.010], [-0.028, -0.022, 0.036], [0.393, 0.156, -0.179], [0.150, 0.072, 0.085], [-1.247, -0.105, 0.676], [1.230, -0.260, -0.585], [-0.007, -0.198, 0.010], [-0.030, -0.019, -0.009], [-0.021, -0.004, 0.081], [-0.066, 0.032, 0.070], [-0.131, 0.169, 0.002], [0.675, -1.122, -0.150], [-0.772, 0.380, 0.330], [-0.021, 0.002, -0.070], [-0.078, -0.022, 0.030]],
  "energy_ha": -2102.70297,
  "total_charge": 1,
  "spin_multiplicity": 3,
  "homo_lumo_gap_ev": [8.49, 6.59],
  "e_homo_ev": [-11.47, -11.44]
}

4.
{
  "formula": "C19H19F2",
  "method": "the ωB97M-V functional and the def2-TZVPD basis",
  "species": ["C", "H", "C", "H", "H", "H", "C", "F", "C", "C", "C", "C", "C", "H", "H", "H", "H", "C", "C", "H", "H", "H", "F", "H", "C", "H", "C", "H", "H", "H", "C", "C", "C", "C", "C", "C", "H", "C", "H", "H"],
  "positions_angstrom": [[1.014, -7.813, 1.089], [4.360, -6.067, 0.418], [-1.627, -5.314, 3.848], [-5.401, -6.130, 4.917], [0.189, -8.428, 1.384], [0.716, -4.960, 2.940], [4.080, -8.368, -0.998], [1.600, -9.504, -0.461], [-2.909, -5.548, 4.277], [2.494, -5.955, 1.437], [-1.010, -6.157, 2.900], [3.124, -7.726, -0.062], [1.245, -6.559, 1.689], [-0.360, -2.532, 2.049], [5.007, -7.801, -1.081], [2.808, -1.075, -2.210], [2.731, -5.023, 1.923], [1.427, -1.749, -0.774], [-5.033, -6.900, 4.239], [-5.104, -7.863, 4.748], [-1.074, -4.472, 4.231], [-5.696, -6.934, 3.373], [-3.746, -8.541, 2.404], [1.686, -1.436, 1.351], [-0.087, -2.465, 1.013], [3.645, -8.451, -1.995], [3.406, -6.533, 0.588], [-3.370, -4.883, 4.985], [-0.763, -2.900, 0.304], [-1.458, -7.798, 1.550], [2.541, -1.149, -1.172], [1.911, -8.363, 0.201], [-3.641, -6.628, 3.804], [-3.060, -7.460, 2.846], [1.029, -1.868, 0.616], [-1.790, -7.210, 2.381], [4.328, -9.374, -0.657], [0.327, -5.874, 2.525], [3.217, -0.712, -0.465], [0.767, -2.175, -1.509]],
  "forces_ev_per_a": [[0.061, -0.920, -0.281], [0.165, 0.134, -0.053], [0.273, 0.112, -0.015], [0.092, -0.054, -0.054], [-0.273, -0.101, -0.136], [0.140, 0.291, 0.165], [0.472, 0.062, -0.177], [0.334, 0.690, 0.695], [0.161, 0.068, -0.043], [-0.061, 0.246, 0.080], [-0.072, 0.064, -0.146], [0.187, -0.488, -0.402], [0.055, -0.099, 0.162], [-0.078, 0.079, 0.333], [-0.098, 0.008, 0.051], [0.023, 0.010, -0.260], [0.017, 0.238, 0.020], [0.176, 0.067, -0.158], [-0.365, 0.213, 0.269], [0.014, -0.050, -0.088], [0.087, 0.127, 0.126], [-0.006, -0.108, 0.007], [0.422, 0.892, 0.129], [0.235, 0.187, 0.204], [0.096, -0.125, 0.069], [-0.061, -0.098, 0.007], [-0.148, 0.102, 0.192], [-0.083, 0.126, 0.190], [-0.310, -0.154, -0.308], [0.060, -0.213, -0.082], [-0.101, -0.107, 0.002], [-0.735, 0.413, 0.129], [-0.536, -0.311, -0.057], [0.710, -0.184, 0.011], [-0.061, -0.094, 0.074], [-0.603, -0.554, -0.385], [-0.080, -0.051, -0.069], [-0.131, -0.476, -0.304], [0.272, 0.198, 0.292], [-0.250, -0.138, -0.192]],
  "energy_ha": -934.82321,
  "total_charge": 1,
  "de_lowest_kj_mol": 2.09,
  "homo_lumo_gap_ev": 5.49,
  "e_homo_ev": -11.39
}